The following is a quantum chemistry calculation of a structure of composition C22H39Cl2N4O4Pb at a distorted geometry, from OMol25.

Geometry as XYZ:
```
72
Properties=species:S:1:pos:R:3:lowdin_charge:R:1
H -4.36877 0.93798 1.13844 0.071
H 4.99207 -0.86773 0.79261 0.138
H -3.15406 -5.83745 0.59687 0.085
N -0.01725 1.22716 3.87593 -0.130
C -2.28816 -5.39980 1.10794 -0.053
H -1.84646 1.75276 -6.81715 0.086
H -1.21315 -1.19013 5.15063 0.105
H -0.61710 -4.51544 -1.70149 0.068
H 3.74207 -0.87410 -2.62526 0.069
H -1.67480 -6.22104 1.49939 0.086
H -1.91654 -5.74689 -1.54444 0.086
H 1.08871 1.09995 5.65465 0.084
H -1.14739 1.94505 2.26010 0.077
H -3.52743 1.37505 -2.70781 0.121
C -1.19145 -3.32110 0.44726 -0.324
H -0.62737 3.15348 3.48286 0.084
H -2.61784 -4.76352 1.92958 0.080
C -1.74157 1.59324 -4.66549 -0.068
C -3.26198 1.05139 -0.61728 -0.132
H 2.12688 -1.90104 2.96137 0.091
H 6.02444 0.96241 0.33945 0.081
H 0.45320 2.71881 5.24012 0.085
H 0.52368 -2.69183 2.90935 0.079
O 0.64113 -0.03708 2.12148 -0.152
C -3.09713 3.30022 -1.76241 -0.056
Pb 1.09058 -0.53648 -0.42221 1.005
H -2.20644 3.72919 -1.29072 0.093
H -2.72805 1.14103 -4.55001 0.094
C -1.06697 -5.26514 -1.04300 -0.051
C 5.46195 1.23053 -0.56084 -0.083
O -0.79275 0.76682 -1.36750 -0.277
H 0.08915 -2.30166 5.67274 0.081
H 3.53353 0.90164 -2.51147 0.046
H 0.53925 2.50105 2.27497 0.085
C 0.44020 0.04655 3.34873 -0.474
C 0.23367 1.64570 5.24373 -0.073
C -3.75651 1.67733 0.59394 -0.144
H 0.38392 2.88129 -6.99557 0.076
Cl 0.70502 -1.74200 -2.73227 -0.269
H 1.68439 3.39872 -4.91861 0.088
C -0.00628 2.58804 -6.01450 -0.158
C 0.27390 2.44865 -3.61160 -0.063
H -0.64232 -2.83253 -0.39555 0.064
N 4.76518 0.04844 -1.03766 -0.207
H 0.84327 2.62984 -2.69739 0.028
H 1.56392 -2.87406 4.35529 0.080
H -2.94688 2.00515 1.27679 0.055
O 3.48311 -1.71765 -0.32253 -0.174
C -0.13454 -1.27681 5.36456 -0.061
C 4.39928 -0.89077 -0.14237 -0.343
H -3.08517 -0.02230 -0.58262 0.098
O -1.45549 -2.73050 1.50193 -0.030
H -0.31820 -6.03421 -0.80267 0.088
H 5.08138 0.23619 -3.08738 0.087
C 4.24337 0.06954 -2.39828 -0.068
C -0.96769 1.80202 -3.51071 -0.178
C -2.94445 1.77468 -1.86023 -0.342
H 0.12325 -0.59518 6.18201 0.058
H 4.73788 2.02534 -0.32631 0.036
C -1.49773 1.38766 -2.17404 -0.410
C 0.73184 2.85934 -4.85907 -0.124
H -0.64452 1.47330 5.88007 0.084
N 0.68973 -1.01804 4.19223 -0.136
C -0.32559 2.26820 2.91611 -0.036
H -4.38653 2.55886 0.40120 0.056
H 6.14484 1.58576 -1.33987 0.085
H -3.97458 3.58115 -1.17701 0.048
N -1.51899 -4.60118 0.17081 -0.199
H -3.20018 3.71925 -2.76637 0.074
Cl 2.06796 1.94258 -0.58290 -0.091
C 1.25746 -2.19290 3.55863 -0.052
C -1.25193 1.95721 -5.91918 -0.127
```

Calculated values
Total charge: -1
Frontier orbital gap (spin up / spin down) (eV): 5.77 / 2.95
Spin multiplicity: 1
E_LUMO (spin up / spin down) (eV): 2.395 / 2.394

---

The following is a quantum chemistry calculation of a cluster of 7 separate species, C36H41FN2O21 in total at a distorted geometry, from OMol25.

Geometry as XYZ:
```
101
Properties=species:S:1:pos:R:3:lowdin_charge:R:1
H -4.66608 2.48500 1.41345 0.100
H -6.44736 -0.46266 0.92481 0.114
H -2.40250 -0.22798 -3.10703 0.139
H -2.69187 2.90327 0.09440 0.089
C -4.40108 2.15290 -5.98540 -0.567
C 9.23196 -4.97495 -2.73965 -0.112
C -3.84001 3.00158 1.87593 -0.050
F 1.15259 5.10832 2.32998 0.037
N 0.53060 2.41116 4.11113 0.004
C 9.11826 -3.07229 -3.95119 -0.567
H 6.23119 -1.82710 -2.15437 0.120
O -1.97095 -2.42642 0.74409 0.058
H 0.06148 -4.59342 1.98040 0.127
C 5.26399 -1.68985 -1.66833 -0.100
C -0.92216 -4.23514 1.68809 -0.114
C 3.32259 0.94401 1.73359 -0.195
H 2.50704 2.19182 0.16727 0.135
H 9.51386 -6.00829 -2.92265 0.133
H -5.04086 4.73280 -6.85872 0.134
C 3.21011 -1.32876 2.62392 -0.253
H -0.52189 4.57292 -0.12082 0.159
O -1.46367 -3.37410 2.69515 0.062
C 2.70565 2.22802 1.23843 -0.058
H -7.08656 2.82966 -5.59354 0.135
C 2.35869 -2.48718 3.07709 -0.035
H 2.68125 -3.41588 2.61424 0.076
H -0.31503 1.38235 2.06300 0.144
H 2.33776 -2.56718 4.16084 0.088
C -0.20573 2.49623 0.31067 -0.428
C -2.75794 4.02563 3.77140 -0.054
O -5.55061 1.97686 -6.67048 0.071
C 2.59629 -0.15848 2.17507 0.003
C -3.53119 1.10681 -1.80544 -0.120
O -3.55666 1.32393 -5.85396 0.147
H -5.80619 4.85859 -5.26237 0.133
C 4.71124 0.83408 1.72118 -0.044
O -6.46982 0.96623 4.91831 0.152
C -6.34448 0.23982 3.98569 -0.572
H -0.75903 4.73655 3.45980 0.102
C 4.20143 -2.61116 -2.22278 -0.109
C 1.39907 2.65853 1.94309 -0.409
C -2.70281 3.23657 1.12151 -0.033
H -2.76755 4.32946 4.80587 0.107
C 4.93931 -3.40133 -0.23882 -0.575
H 0.03417 -2.75881 0.40130 0.127
H 7.41312 -5.30047 -3.89717 0.135
O 5.05122 -4.10917 0.71014 0.154
O 7.85002 -3.32015 -3.52554 0.036
H 4.98497 -0.64028 -1.71571 0.135
H -6.98479 3.35092 -7.28687 0.133
H -1.59069 -5.08792 1.55853 0.134
O 4.35959 -3.77918 -1.40799 0.048
H -4.85227 -0.36481 1.70148 0.114
O 0.77143 2.63397 5.22509 0.109
C -0.36265 3.98158 0.77504 -0.076
O -6.16527 -1.09913 4.06709 0.065
H 7.11801 -4.77497 -2.22732 0.127
H -3.39705 2.15085 -2.07837 0.133
O 9.93836 -4.09746 -3.62190 0.065
O 9.45176 -2.09301 -4.52948 0.174
H 1.51921 -0.14038 2.18201 0.097
O -0.46782 2.01085 -0.73647 0.144
C -6.40577 3.09447 -6.40402 -0.110
O -4.32498 -0.88367 -2.62155 0.070
C -0.89332 -3.33033 0.47440 -0.112
C -6.26080 -1.64486 2.74635 -0.112
O -6.22046 -0.93601 -1.40515 0.146
O -6.34795 0.64406 2.69340 0.048
O -4.33956 3.39622 -5.45600 0.062
C -3.40747 0.16592 -2.98144 -0.089
C 1.00048 4.09870 1.41909 -0.211
H -3.73083 0.62118 -3.91927 0.097
O 1.68886 2.54042 3.31300 0.001
H 9.48029 -4.71287 -1.70984 0.135
N 0.33776 1.80418 1.41943 0.136
H 1.73741 4.25742 0.62887 0.150
C 4.60129 -1.41009 2.61959 -0.056
C -1.57914 3.84473 1.68433 -0.176
O 5.36844 -2.12368 -0.30719 0.050
O -2.87534 -1.62137 2.64337 0.163
H 3.41091 3.04841 1.38828 0.130
H -1.06273 -3.85833 -0.46024 0.133
C -3.85811 3.38892 3.20838 -0.059
H 6.40963 -0.40428 2.13529 0.107
C 5.33171 -0.33025 2.16019 -0.082
H -7.27872 -2.00725 2.58818 0.133
H 4.34955 -2.85237 -3.27231 0.133
C -2.17365 -2.40063 2.08275 -0.564
H 5.05772 -2.32668 2.95976 0.114
C -5.23487 -0.37394 -1.76472 -0.573
C -5.41502 4.16737 -6.00387 -0.112
H -2.84514 0.85935 -0.99339 0.114
C -1.61198 4.25759 3.00878 -0.038
H 1.33223 -2.28278 2.77483 0.055
C -5.92415 -0.45695 1.87876 -0.119
H -4.72805 3.19675 3.82038 0.104
C 7.78673 -4.68086 -3.08023 -0.113
H 5.34693 1.63655 1.37167 0.110
O -4.87401 0.86813 -1.36050 0.053
H -5.56392 -2.46866 2.61876 0.123
H 3.19242 -2.21788 -2.08490 0.131
```

Calculated values
Structure (SMILES): Cc1cccc(C[C@]2(ON=O)NC(=O)[C@@H](c3ccccc3)[C@H]2F)c1.O=C1OCCO1.O=C1OCCO1.O=C1OCCO1.O=C1OCCO1.O=C1OCCO1.O=C1OCCO1
Frontier orbital gap (eV): 9.03
Spin multiplicity: 1
E_LUMO (eV): -0.016

---

The following is a quantum chemistry calculation of a structure of composition C31H73MgN4O9 at a distorted geometry, from OMol25.

Geometry as XYZ:
```
118
Properties=species:S:1:pos:R:3:lowdin_charge:R:1
H -0.62022 -2.35336 4.90377 0.117
H -0.57116 3.00053 -3.60627 0.103
H -5.32919 -2.75727 -0.77210 0.127
H -0.68305 3.69301 -5.24817 0.103
C -1.77651 3.92416 -0.52637 -0.904
H -0.47844 2.87869 -0.71125 0.041
H -6.06198 0.67517 0.15508 0.091
H -6.27980 -1.69141 -1.78661 0.149
H -2.30627 1.71351 4.09301 0.126
H -3.06577 -0.45742 0.80330 0.069
C 5.70325 1.08435 1.27721 -0.132
H -3.52722 1.63031 -4.31912 0.120
O -0.41595 -1.06460 -0.01941 -0.412
H -7.73067 -0.26184 0.76527 0.092
H -1.90858 0.84057 -6.97576 0.117
C 1.57888 -4.60269 -0.20759 -0.788
H 2.38490 2.37192 -6.08095 0.102
C 4.65939 -2.62431 0.36711 0.021
C -2.61517 1.03436 -4.28590 -0.002
C 3.13258 0.85962 0.58166 -0.161
H -6.47764 -1.70041 1.36244 0.122
O 1.42664 -3.40255 0.05496 -0.081
C -1.11864 1.90766 2.43064 -0.128
H 4.55132 0.03370 -3.96987 0.085
H 1.71416 0.33951 -5.81205 0.127
H -1.07481 -0.56899 6.10798 0.128
H -3.24650 -1.96091 -1.58110 0.085
C -6.87182 -1.86108 0.35899 -0.221
H 2.08573 1.08356 0.78676 0.098
C -1.95674 1.80798 -6.47585 0.019
C 0.94364 1.10944 -5.85212 -0.233
O -2.34287 4.92069 -0.06753 0.013
H 0.33124 2.25372 4.12809 0.109
H -3.96685 -1.97672 1.19978 0.103
H 1.76612 0.12181 3.83080 0.119
C -5.86233 -1.80666 -0.78635 -0.100
H 4.21622 2.66488 1.43329 0.120
H 2.46816 -6.17547 -0.20482 0.131
N 4.64500 -1.09646 0.15502 -0.194
H -1.46814 2.92653 2.26373 0.129
H -4.18881 -0.98037 -2.68820 0.105
H 0.20442 0.25902 8.37791 0.088
O 2.74652 -5.28558 0.02366 0.145
H -1.71936 -0.90933 2.64433 0.098
H -0.22934 -2.25870 3.12372 0.095
H -2.27902 0.82212 -3.27098 0.057
C -4.03814 -0.94807 0.84638 0.033
H 1.85993 0.07252 5.85169 0.100
O 1.54319 2.38450 -5.61946 -0.044
H 3.24842 1.20775 -0.44473 0.114
C 4.47494 -1.03470 -3.76794 -0.059
H 2.00389 0.46223 8.36563 0.094
O -0.50807 3.70874 -0.22986 0.060
H 0.14204 0.91976 -3.91068 0.119
C -1.21183 3.13089 -4.47842 0.045
H 2.45589 -1.10771 0.04908 0.100
O 0.60719 -5.15408 -0.71419 0.014
C -5.31195 0.70418 -0.63531 0.077
H 4.19162 -2.80493 1.33492 0.107
C 4.21534 1.57505 1.45256 -0.142
H -0.39495 -0.24708 -5.07749 0.138
H 4.02815 1.42846 2.51631 0.100
H 5.91348 -1.31532 -1.52672 0.139
C -2.13458 1.08406 3.21985 -0.167
C 3.25452 -0.64358 0.62777 -0.130
H -4.52641 -0.38718 1.64330 0.089
H -7.26869 -2.87556 0.39656 0.136
H 0.98288 -1.17611 6.71510 0.110
H 5.66144 -3.03261 0.23562 0.120
C 0.98979 -0.11137 6.48189 -0.230
H 0.65501 1.10084 -6.90317 0.124
H -2.95397 2.24076 -6.55548 0.115
C -0.31545 0.09015 5.68727 -0.085
H -2.90198 -0.24736 -1.68396 0.064
C 1.07221 0.61015 7.81956 -0.067
H -2.18843 3.59711 -4.34806 0.120
N -0.32641 -0.47214 4.22257 -0.237
H -3.06693 1.08370 2.65521 0.104
H 4.02270 -3.07958 -0.39147 0.069
C 3.93014 -1.16134 -2.33851 -0.248
H 1.07451 -2.10120 4.34834 0.115
H -2.76867 0.09181 -4.81140 0.102
H -2.46137 -0.77951 4.26380 0.141
H 3.17290 -0.82576 1.69933 0.128
C -0.15318 -0.13632 -1.04963 -0.250
H -1.34760 2.60206 -6.90770 0.108
H 3.47777 -2.12864 -2.11987 0.103
H 0.92669 1.67632 7.64575 0.083
H -0.80654 -0.23096 -1.91696 0.035
H 3.00037 -0.60270 -2.23098 0.086
C 0.75262 0.29827 3.47053 -0.116
C -3.70720 -0.98155 -1.71037 0.013
H 3.86075 -1.57187 -4.49066 0.082
O -7.82862 -0.87928 0.03673 -0.029
H -0.76136 1.08462 5.70423 0.130
N -4.78202 -0.74686 -0.59253 -0.268
H 5.26567 0.25526 -1.36757 0.134
C 4.97656 -0.79495 -1.32801 -0.115
H 0.74402 -0.12740 2.46712 0.102
H -4.50057 1.39826 -0.41621 0.112
C 0.29069 1.76752 3.15338 -0.106
O -2.20079 3.16334 -1.44264 -0.111
H 6.78241 -0.71315 0.74006 0.131
H 6.19582 1.53220 0.41412 0.110
Mg -0.47874 -2.96418 -0.43262 1.130
H 6.32219 1.44577 2.09842 0.127
H 0.85569 -0.16596 -1.46120 0.058
H 5.69792 -1.09629 1.99755 0.124
C -1.74734 -0.33513 3.57041 -0.081
N -1.46514 1.72912 -5.02985 -0.301
H 1.08653 2.27834 2.61135 0.109
C 5.79352 -0.45671 1.12011 -0.040
H -0.95112 1.52862 1.42249 0.087
H -5.76464 0.71164 -1.62683 0.121
H -0.31818 0.90809 -0.78489 0.057
H 5.46544 -1.48656 -3.71471 0.084
C 0.02049 -1.92742 4.13166 0.022
C -0.21009 0.81793 -4.93719 -0.096
```

Calculated values
Total charge: +3
Frontier orbital gap (eV): 4.22
Spin multiplicity: 1
E_LUMO (eV): -8.880

---

| no. | E_tot (eV) |
| --- | --- |
| 1 | -67891.0940 |
| 2 | -86690.0052 |
| 3 | -63137.4088 |